# C4H2BrF3N2O

The molecule C4H2BrF3N2O at a distorted geometry (the ωB97M-V functional and the def2-TZVPD basis, the OMol25 dataset).

```
! wB97M-V def2-TZVPD RIJCOSX def2/J DEFGRID3
* xyz 0 1
Br -2.32 1.43 -0.43
F -0.45 -0.82 2.56
F -0.50 1.41 2.26
F 1.34 0.39 2.57
O 2.12 -0.86 -2.23
N 1.19 -0.43 -1.55
N 1.29 -0.36 -0.04
C -0.10 -0.12 -1.82
C -0.91 -0.03 -0.59
C 0.15 0.32 1.94
C 0.24 0.05 0.48
H -0.53 0.05 -2.73
H -1.51 -1.02 -0.42
*
```

Results
DFT total energy, eV: -87398.98633
Highest occupied orbital energy (spin up / spin down), Ha: -0.3576 / -0.3577
Structure (SMILES): [O-][N+]1=C[C@H](Br)C(C(F)(F)F)=N1
Relative energy (zero: lowest compared OMol25 entry of this formula, charge and spin), kcal/mol: 0.0

***

# C6H9N

C6H9N as an isolated structure at a distorted geometry (the ωB97M-V functional and the def2-TZVPD basis, the OMol25 dataset).

```
! wB97M-V def2-TZVPD RIJCOSX def2/J DEFGRID3
* xyz 0 1
N 1.30 -2.25 -0.18
C -0.76 0.28 -0.97
C 0.57 -1.34 -0.10
C 0.30 0.22 0.12
C 1.46 1.21 0.09
C -0.39 0.08 1.43
C -1.36 -1.07 -0.56
H -0.32 0.28 -1.98
H -0.52 -0.88 1.90
H 2.20 0.95 0.86
H 1.95 1.20 -0.89
H 1.10 2.23 0.28
H -1.47 1.11 -0.88
H -2.25 -1.07 0.05
H -0.46 0.94 2.10
H -1.34 -1.88 -1.29
*
```

Results
DFT total energy, eV: -7852.54424
Highest occupied orbital energy (spin up / spin down), Ha: -0.3216 / -0.3072
Relative energy (zero: lowest compared OMol25 entry of this formula, charge and spin), kcal/mol: 129.5

***

# C28H36HgN4O2P2

C28H36HgN4O2P2 as an isolated structure at a distorted geometry (the ωB97M-V functional and the def2-TZVPD basis, the OMol25 dataset).

```
! wB97M-V def2-TZVPD RIJCOSX def2/J DEFGRID3
* xyz 0 1
Hg 0.09 -2.25 0.32
P -2.04 -1.13 -1.23
P 1.39 -1.53 -1.55
O 1.21 1.06 6.24
O -0.86 0.04 6.25
N -2.11 0.62 -1.44
N 2.08 -2.77 -2.53
N 2.73 -0.45 -1.52
N -3.69 -1.39 -1.87
C 2.38 -2.67 -3.90
C 1.18 1.08 2.62
C 0.86 4.24 3.27
C -4.36 -0.69 -2.88
C 0.24 3.89 4.64
C -4.40 -2.58 -1.64
C 2.88 -3.89 -4.32
C 2.43 -4.05 -2.09
C 4.26 1.09 -2.15
C -5.48 -2.63 -2.50
C -2.07 2.74 -2.28
C 2.95 -4.74 -3.18
C -0.77 -3.61 1.73
C 2.23 2.14 2.68
C 4.48 0.76 -0.77
C -0.25 1.61 2.38
C -2.46 2.81 -0.90
C 0.31 -0.75 -2.78
C -1.88 1.40 -2.59
C 0.28 0.35 6.69
C -1.00 1.88 3.65
C -2.46 1.51 -0.41
C 3.54 -0.20 -0.41
C 3.20 0.31 -2.60
C -5.46 -1.43 -3.29
C -1.09 -1.41 -2.79
C -0.79 2.81 4.59
C 2.09 3.45 2.93
H 1.00 3.61 5.40
H -1.44 2.80 5.48
H -1.26 -4.42 1.16
H 3.16 -4.12 -5.33
H 0.08 4.17 2.50
H -1.94 3.56 -2.97
H -0.24 2.46 1.69
H 0.74 -0.82 -3.80
H -1.51 -3.03 2.28
H -1.77 1.13 3.87
H 0.26 0.32 -2.54
H -1.67 -1.06 -3.66
H 0.51 -0.09 7.69
H -1.56 0.96 -3.51
H -2.70 1.11 0.58
H 5.23 1.19 -0.13
H 3.24 1.74 2.51
H -6.16 -1.15 -4.06
H -6.20 -3.43 -2.57
H 2.73 0.24 -3.57
H -4.02 0.27 -3.22
H 3.36 -5.74 -3.15
H -2.72 3.69 -0.34
H 1.17 5.29 3.30
H 1.42 0.38 1.80
H 3.37 -0.73 0.51
H -1.00 -2.51 -2.89
H -0.81 0.80 1.88
H -0.26 4.80 5.03
H -4.04 -3.26 -0.87
H -0.01 -4.03 2.42
H 2.26 -4.33 -1.06
H 2.17 -1.78 -4.47
H 2.98 4.09 2.85
H 1.17 0.49 3.56
H 4.81 1.79 -2.75
*
```

Results
DFT total energy, eV: -62422.32317
Highest occupied orbital energy, Ha: -0.2119
Relative energy (zero: lowest compared OMol25 entry of this formula, charge and spin), kcal/mol: 0.0

***

# C7H16BBe2Cl2F9N4O14S3

C7H16BBe2Cl2F9N4O14S3 as an isolated structure at a distorted geometry (the ωB97M-V functional and the def2-TZVPD basis, the OMol25 dataset).

```
! wB97M-V def2-TZVPD RIJCOSX def2/J DEFGRID3
* xyz 0 1
Cl 2.13 1.49 1.23
Cl 1.97 0.54 -1.50
S -3.62 2.92 1.68
S 0.06 -5.08 2.04
S 2.60 -5.33 1.46
F -0.24 3.86 2.61
F -0.33 -2.25 -0.46
F 0.90 5.36 3.77
F 3.80 -4.26 1.37
F 2.86 5.44 2.04
F -3.96 -6.30 -3.44
F -3.56 -6.49 -1.17
F -0.18 -5.71 0.60
F 1.45 4.96 0.32
O -1.05 -4.18 2.13
O 0.45 6.92 -1.50
O -2.51 3.16 0.73
O -3.30 1.77 2.54
O -2.52 -2.42 -2.19
O -1.80 -5.78 -2.62
O -0.02 -6.23 2.90
O 3.11 -6.24 2.44
O 3.72 -2.05 -0.78
O 2.55 -5.81 0.11
O -4.85 2.66 0.93
O -3.78 4.12 2.53
O -3.62 -4.33 -2.17
O -0.23 -4.18 -2.77
N 2.65 6.72 -2.00
N 1.13 7.34 -3.61
N 1.45 -4.36 1.92
N -3.43 -5.52 1.68
C 1.79 4.69 1.63
C 1.35 6.99 -2.31
C -2.52 -3.61 -2.31
C 2.75 1.71 -0.40
C 0.51 4.98 2.49
C -0.34 6.14 1.93
C -1.36 -4.52 -2.60
B -3.26 -5.77 -2.36
Be -4.83 -2.62 -1.91
Be 0.09 -0.03 -0.45
H 0.19 7.55 -3.88
H 3.17 -1.35 -1.22
H 3.82 1.54 -0.40
H 0.15 7.12 2.03
H -3.56 -5.68 0.67
H 1.86 7.40 -4.30
H -2.56 -5.98 1.98
H 2.85 6.46 -1.05
H 4.09 -2.68 -1.44
H 4.42 -1.67 -0.22
H 3.41 6.77 -2.65
H 2.52 2.71 -0.74
H -3.36 -4.52 1.87
H -0.74 5.94 0.92
H -4.22 -5.92 2.19
H 1.98 3.60 1.73
*
```

Results
DFT total energy, eV: -125618.52079
Highest occupied orbital energy, Ha: -0.2454

***

# C41H34CsN5O2PS

C41H34CsN5O2PS as an isolated structure (the ωB97M-V functional and the def2-TZVPD basis, the OMol25 dataset).

```
! wB97M-V def2-TZVPD RIJCOSX def2/J DEFGRID3
* xyz -1 1
Cs -1.38 0.07 0.38
S 7.61 1.75 2.58
P 0.13 1.33 -2.56
O 7.95 0.90 4.98
O -3.50 0.02 2.04
N -1.67 -1.55 3.06
N -1.66 1.74 -3.63
N -3.01 0.41 -2.31
N -2.96 -1.76 3.43
N 0.86 -1.34 2.09
C 4.10 2.45 0.69
C 2.11 -1.17 1.66
C 7.16 0.88 4.08
C 3.23 -1.57 2.38
C 1.93 2.79 -6.00
C -7.97 -1.84 3.22
C 5.84 0.16 4.13
C -0.56 -0.81 -4.34
C 0.88 2.41 -3.86
C 3.99 1.38 -0.20
C -5.27 1.86 -3.05
C 0.15 -0.41 -3.20
C 2.00 4.15 -5.74
C 6.10 0.53 0.63
C 6.20 1.59 1.52
C 5.01 0.42 -0.22
C -2.88 1.46 -3.16
C 0.96 3.77 -3.60
C -4.03 2.21 -3.54
C 5.19 2.56 1.54
C -5.25 -1.28 2.97
C -0.74 -2.11 3.75
C 0.65 -1.93 3.28
C -3.79 -0.95 2.78
C 3.03 -2.18 3.60
C 1.37 1.92 -5.07
C -0.99 -2.92 4.99
C -0.61 -2.14 -4.72
C -7.03 -2.61 3.90
C 0.01 -3.12 -3.96
C -4.23 0.10 -1.86
C -5.39 0.77 -2.18
C 0.78 -1.41 -2.45
C 1.73 -2.36 4.06
C -7.55 -0.79 2.42
C 2.86 1.26 -1.06
C -6.20 -0.51 2.30
C -5.68 -2.33 3.78
C 1.88 1.15 -1.78
C 1.52 4.64 -4.53
C 0.70 -2.75 -2.82
H 1.55 -2.84 5.01
H -6.14 2.43 -3.34
H 2.31 2.40 -6.94
H 3.86 -2.51 4.20
H 1.19 -3.50 -2.20
H 1.57 5.70 -4.32
H -0.05 -4.17 -4.25
H -1.08 -0.06 -4.91
H 4.94 -0.41 -0.92
H -7.36 -3.43 4.53
H -5.85 0.30 1.67
H 1.33 0.86 -5.28
H -0.54 -3.92 4.91
H 0.58 4.16 -2.67
H 1.35 -1.15 -1.58
H 2.22 -0.69 0.70
H -9.03 -2.06 3.32
H -6.34 0.46 -1.78
H 4.22 -1.40 1.97
H -1.16 -2.42 -5.61
H 5.87 -0.68 3.42
H 5.70 -0.22 5.14
H -2.06 -3.03 5.13
H 5.01 0.80 3.84
H -4.94 -2.92 4.29
H -0.56 -2.44 5.87
H 3.32 3.19 0.72
H 6.89 -0.22 0.61
H 2.44 4.82 -6.47
H -1.65 2.57 -4.21
H -8.28 -0.19 1.88
H -3.92 3.05 -4.21
H -4.28 -0.75 -1.18
H 5.27 3.39 2.22
*
```

Results
DFT total energy, eV: -75287.40211
Highest occupied orbital energy, Ha: -0.1606
Relative energy (zero: lowest compared OMol25 entry of this formula, charge and spin), kcal/mol: 1.2

***

# C9H15NO3

The molecule C9H15NO3 at a distorted geometry (the ωB97M-V functional and the def2-TZVPD basis, the OMol25 dataset).

```
! wB97M-V def2-TZVPD RIJCOSX def2/J DEFGRID3
* xyz 0 1
O 2.80 1.52 -0.25
O 3.25 -0.54 0.08
O 1.30 -2.18 0.24
N 2.44 0.35 -0.11
C 1.05 0.14 -0.20
C -0.74 0.89 -1.52
C -1.69 -0.23 -1.22
C -0.68 1.62 0.87
C 0.18 1.27 -0.41
C -0.95 -1.34 -0.43
C -0.02 2.63 1.81
C 0.79 -3.46 0.44
C 0.54 -1.19 -0.18
H 0.69 2.09 2.50
H -0.94 -2.33 -0.97
H 0.78 2.14 -0.85
H -0.79 3.24 2.33
H 1.46 -3.90 1.19
H -1.35 1.80 -1.79
H -0.16 0.71 -2.48
H 0.68 -3.87 -0.62
H -1.49 -1.61 0.60
H 0.43 3.35 1.12
H -0.85 0.61 1.31
H -2.65 0.11 -0.70
H -2.18 -0.69 -2.11
H -0.26 -3.27 0.93
H -1.65 2.13 0.42
*
```

Results
DFT total energy, eV: -17203.66487
Highest occupied orbital energy, Ha: -0.3181
Structure (SMILES): CC[C@@H]1CCCC(OC)=C1[N+](=O)[O-]
Relative energy (zero: lowest compared OMol25 entry of this formula, charge and spin), kcal/mol: 153.0

***

The lowest DFT total energy belongs to which entry? C7H16BBe2Cl2F9N4O14S3